Formula: C12H23InN2O2P2S
Source: the Open Molecules 2025 dataset
Level of theory: wB97M-V/def2-TZVPD

```
43
Properties=species:S:1:pos:R:3:nbo_charge:R:1
In 1.09281 0.34188 1.15028 1.2545
P -1.14810 -0.48921 1.99053 1.0274
C -1.70769 -1.65015 0.69127 -0.8115
C -1.86947 -0.91581 -0.60994 0.2394
N -0.95222 0.02668 -0.86344 -0.5434
C -0.87351 0.61219 -2.06431 0.2147
C -1.84969 0.35867 -3.03672 -0.2273
C -2.86553 -0.56178 -2.76646 -0.1064
C -2.86334 -1.24531 -1.54425 -0.2214
C 0.31247 1.52721 -2.30658 -0.7391
P 1.70283 1.10461 -1.18424 1.0148
H -3.60978 -1.99124 -1.27323 0.2500
H -1.76915 0.89214 -3.98630 0.2471
H -3.64811 -0.75886 -3.50690 0.2587
H 0.65628 1.44890 -3.34916 0.2857
H 0.03409 2.57332 -2.10398 0.2793
H -0.83186 -2.36392 0.56673 0.3338
H -2.59406 -2.22131 0.98475 0.2738
H 1.81789 -2.52200 0.33295 0.4984
O 0.85790 -2.86961 0.40112 -0.9793
H 0.90685 -3.54264 1.09143 0.4912
H 2.88876 -1.04612 1.07931 0.4437
O 3.16889 -1.79778 0.46766 -0.8988
H 4.03262 -2.11395 0.79174 0.5372
C 2.58963 -0.14775 -2.15852 -0.9510
H 2.93213 0.32017 -3.09322 0.2723
H 3.44360 -0.52888 -1.58356 0.2733
H 1.91869 -0.98564 -2.39114 0.2731
C 2.74979 2.57655 -1.19553 -0.9545
H 3.54998 2.44503 -0.45471 0.2717
H 3.17998 2.70360 -2.19911 0.2797
H 2.14751 3.45289 -0.91778 0.2789
C -2.33970 0.88481 2.04238 -0.9528
H -3.29676 0.50032 2.42730 0.2777
H -1.96988 1.67723 2.70915 0.2823
H -2.48185 1.32416 1.04728 0.2696
C -1.39877 -1.37780 3.54536 -0.9493
H -0.97987 -0.79465 4.37699 0.2788
H -2.47776 -1.51747 3.70508 0.2777
H -0.90085 -2.35574 3.50497 0.2670
S 0.46193 4.13051 4.08649 0.1026
C 0.83763 2.91051 3.15030 0.1927
N 1.14572 1.98627 2.44602 -0.9122
```

Results
Total charge   +2
Frontier orbital gap   5.26 eV
ΔE to the lowest compared entry with this formula, charge and spin   15.93 kJ/mol

---

Formula: C12H23LiN3O3
Source: the Open Molecules 2025 dataset
Level of theory: wB97M-V/def2-TZVPD

```
42
Properties=species:S:1:pos:R:3:nbo_charge:R:1
Li 0.47730 0.55283 0.58478 0.9007
O -0.80478 0.28790 -1.45103 -0.6084
C -1.73833 1.07165 -1.68703 0.6791
O -1.23029 0.76243 1.10523 -0.7134
C -2.35986 1.02742 0.65570 0.9406
O -3.43020 1.09914 1.41946 -0.4293
N -2.66390 1.33308 -0.66203 -0.4819
C -4.56794 1.48022 0.58658 -0.0895
C -4.03649 1.86659 -0.76305 -0.2459
H -5.04302 2.30847 1.12212 0.2270
H -5.20921 0.59510 0.53473 0.2153
H -4.02140 2.95636 -0.89820 0.2188
H -4.58942 1.39340 -1.58032 0.2391
C -1.99972 1.80378 -2.91990 -0.3637
C -1.34467 1.56595 -4.08299 -0.2034
H -2.69936 2.63366 -2.80570 0.2224
H -0.65930 0.73204 -4.18468 0.2261
H -1.52001 2.23985 -4.92287 0.2245
C 2.00881 0.07091 -1.13924 -0.4235
N 1.87042 -1.33365 -0.91829 -0.4723
C 2.96818 -2.13228 -1.36530 -0.4006
C 0.99344 -1.89529 0.07810 -0.2200
C 1.57930 -1.97666 1.50964 -0.2537
N 1.72456 -0.63621 2.13373 -0.5199
C 0.81461 -0.43079 3.27435 -0.4302
C 3.10506 -0.37486 2.54706 -0.4165
H 2.30131 0.17366 -2.20375 0.2233
H 2.77757 0.58482 -0.50895 0.1701
H 1.04218 0.62491 -1.07967 0.1737
H 3.86470 -1.95755 -0.73959 0.1692
H 2.70373 -3.20117 -1.33098 0.2101
H 3.20830 -1.85431 -2.40324 0.2036
H 0.01862 -1.35317 0.07375 0.1860
H 0.81452 -2.94575 -0.24492 0.2177
H 0.89944 -2.61821 2.11078 0.2042
H 2.57197 -2.46944 1.42689 0.2076
H 1.05551 -1.10457 4.11802 0.1906
H 0.94069 0.60511 3.62489 0.2059
H -0.23685 -0.57930 2.98710 0.2156
H 3.81632 -0.56332 1.73234 0.2072
H 3.20148 0.66755 2.86648 0.2059
H 3.39673 -1.01033 3.40001 0.1880
```

Results
Total charge   +1
Frontier orbital gap   7.11 eV
ΔE to the lowest compared entry with this formula, charge and spin   54.29 kJ/mol

---

Formula: C12H23N2O2P2SY
Source: the Open Molecules 2025 dataset
Level of theory: wB97M-V/def2-TZVPD

```
43
Properties=species:S:1:pos:R:3:nbo_charge:R:1
Y -0.63998 0.48986 0.87532 1.4479
P 0.26124 -1.70530 1.98733 0.7928
C 0.96811 -2.37319 0.49811 -0.2858
C 0.47713 -2.01503 -0.83488 0.1069
N -0.31657 -0.86996 -0.98566 -0.5938
C -0.76624 -0.50260 -2.23833 0.2618
C -0.53915 -1.30042 -3.37083 -0.1086
C 0.22734 -2.47936 -3.19626 -0.1400
C 0.74550 -2.81287 -1.96188 -0.1168
C -1.60225 0.78673 -2.35696 -0.7468
P -1.25266 2.10888 -1.07014 0.7717
H 1.35279 -3.75858 -1.80492 0.2713
H -0.96547 -1.00548 -4.34733 0.2777
H 0.41197 -3.12970 -4.07670 0.2808
H -1.45808 1.34202 -3.29933 0.2774
H -2.68336 0.58331 -2.19697 0.2917
H 3.54199 -1.42739 -0.09554 0.4472
H 1.65335 -3.22195 0.62319 0.2668
H 3.51050 1.67870 0.45913 0.4825
O 4.21428 -0.68531 -0.15346 -0.9384
H 5.06175 -1.13289 -0.15954 0.4971
H 0.37337 1.72731 1.93698 -0.4089
O 3.06542 2.47823 0.85387 -0.9110
H 2.30298 2.65350 0.29578 0.4492
C 0.23157 3.00697 -1.67886 -0.9263
H -0.03490 3.46984 -2.64651 0.2674
H 0.54049 3.75609 -0.91450 0.2845
H 1.06758 2.27776 -1.77799 0.2478
C -2.65673 3.26107 -0.96813 -0.9233
H -2.43365 4.04090 -0.20365 0.2952
H -2.84962 3.69910 -1.96565 0.2659
H -3.53356 2.69014 -0.58283 0.2768
C -0.99681 -2.84789 2.65453 -0.8742
H -0.48130 -3.77611 2.94200 0.2740
H -1.53901 -2.37855 3.49978 0.3061
H -1.73390 -3.03588 1.84937 0.2719
C 1.48153 -1.19977 3.26759 -0.9194
H 0.95231 -0.79470 4.15556 0.3063
H 2.08846 -2.08213 3.51955 0.2741
H 2.10245 -0.37654 2.85479 0.2961
S -2.50553 1.07815 2.48920 -0.2064
C -3.44645 1.69117 3.64949 0.0013
N -4.19689 2.09190 4.47529 -0.1900
```

Results
Total charge   +2
Frontier orbital gap (spin up / spin down)   3.39 / 3.29 eV

---

Formula: C12H23N3O5
Source: the Open Molecules 2025 dataset
Level of theory: wB97M-V/def2-TZVPD

```
43
Properties=species:S:1:pos:R:3:nbo_charge:R:1
C -2.88385 -1.19947 2.23217 -0.6682
C -3.54446 0.08072 1.57146 -0.0537
O -2.66730 0.81671 0.73331 -0.5476
C -1.62313 1.45206 1.47698 -0.0825
C -0.50035 1.99160 0.51019 -0.1012
N -1.05629 2.94602 -0.48080 -0.8543
C 0.40328 0.85764 -0.11321 0.1014
C 1.66954 0.52147 0.79648 -0.5085
C 2.69795 -0.40802 0.07821 0.2799
C 2.40498 -1.91843 -0.33108 -0.7010
N 3.86782 0.08221 -0.15797 -0.5051
O -0.27418 -0.39404 -0.34611 -0.5737
C -0.45369 -0.66066 -1.73134 -0.0430
C -1.07057 -2.12975 -1.80412 -0.4938
C -1.16292 -2.68627 -3.25323 0.1395
N -2.32171 -2.83550 -3.81839 -0.6391
H -3.61659 -1.99679 2.51173 0.2014
H -2.01594 -1.59206 1.62848 0.2407
H -2.41935 -0.85103 3.20629 0.2028
H -4.36510 -0.30651 0.89409 0.1701
H -4.07134 0.70726 2.34912 0.1554
H -1.10552 0.79366 2.22399 0.1869
H -2.04592 2.32254 2.07089 0.1721
H 0.18302 2.60885 1.16782 0.2407
H -1.99239 2.67458 -0.77276 0.3535
H -0.42351 3.08230 -1.26444 0.3685
H 0.82425 1.25536 -1.08774 0.1822
H 1.25906 -0.06054 1.68018 0.1849
H 2.14494 1.47449 1.17676 0.3467
H 3.31552 -2.55552 -0.16173 0.2107
H 2.08661 -1.94812 -1.41262 0.1970
H 1.52579 -2.25565 0.27725 0.2119
H 4.39815 -0.67473 -0.62683 0.2876
H 0.51929 -0.61865 -2.28995 0.1739
H -1.23491 0.02786 -2.17331 0.1768
H -0.43421 -2.81840 -1.17427 0.2252
H -2.09333 -2.12486 -1.33133 0.2276
H -0.23517 -2.98388 -3.82167 0.1511
H -2.17693 -3.21602 -4.76387 0.3185
C 4.60502 3.15180 1.54336 0.9243
O 4.07979 3.57589 0.46632 -0.9291
O 3.92049 2.72276 2.56568 -0.9721
O 5.88317 3.08911 1.75603 -0.9583
```

Results
Total charge   -2
Frontier orbital gap   1.42 eV

---

Formula: C12H24AuO5
Source: the Open Molecules 2025 dataset
Level of theory: wB97M-V/def2-TZVPD

```
42
Properties=species:S:1:pos:R:3:mulliken_spin:R:1
Au 0.28169 1.14578 1.42024 0.3174
C 1.73069 -1.77882 2.08774 -0.0038
C 1.18370 -2.79271 1.08898 -0.0010
O -0.18758 -2.52821 1.14444 0.0927
C -0.94456 -3.25738 0.19374 0.0180
C -1.00294 -2.55399 -1.11879 0.0085
O 0.31740 -2.56241 -1.67160 0.5780
C 0.47789 -1.70444 -2.76089 0.0242
C 1.80030 -1.01417 -2.53357 0.0529
O 1.57687 -0.01244 -1.52833 0.0014
C 2.65044 0.49349 -0.70036 0.0150
C 2.91436 -0.28693 0.60259 -0.0129
O 1.81690 -0.38808 1.56394 -0.0117
H 0.97031 -1.65810 2.87895 0.0031
H 2.76316 -2.01966 2.46356 0.0012
H 1.61777 -2.69429 0.13365 0.0281
H 1.45628 -3.81863 1.39334 0.0114
H -0.60171 -4.29537 0.05099 -0.0019
H -1.95519 -3.24889 0.61870 0.0030
H -1.70690 -3.12738 -1.81384 0.0834
H -1.45237 -1.53944 -0.93946 0.0306
H 0.52077 -2.29996 -3.65862 0.0630
H -0.36786 -0.95324 -2.95356 0.0023
H 2.57943 -1.74600 -2.28577 -0.0005
H 2.08527 -0.59251 -3.51338 -0.0012
H 3.60041 0.52937 -1.28613 0.0002
H 2.41576 1.55439 -0.52041 0.0002
H 3.25343 -1.30486 0.34346 -0.0009
H 3.78155 0.24532 1.08856 -0.0022
C -2.75731 4.29749 1.20633 -0.0008
C -2.39691 3.88335 -0.18307 0.0165
C -2.31133 2.37519 -0.14581 -0.0106
O -1.73610 2.10398 1.22804 0.4799
C -2.21240 3.23720 2.10857 0.0198
H -3.86654 4.28251 1.37394 0.0117
H -2.38174 5.29632 1.46409 0.0036
H -1.42654 4.30462 -0.46015 0.0013
H -3.12788 4.22609 -0.88552 -0.0032
H -1.68704 1.86677 -0.88047 0.0155
H -3.31286 1.91522 -0.16470 0.0492
H -1.36689 3.56975 2.75054 0.0495
H -2.99175 2.85108 2.80009 0.0692
```

Results
Total charge   +3
Frontier orbital gap (spin up / spin down)   8.47 / 4.23 eV
Multiplicity   3

---

| no. | E (eV) |
| --- | --- |
| 1 | -54464.2864 |
| 2 | -23629.8013 |
| 3 | -50327.9989 |
| 4 | -27519.5415 |
| 5 | -26725.1590 |